[1]
# H68O34

34 unconnected molecules or ions with the total composition H68O34 in a non-equilibrium geometry (the ωB97M-V functional and the def2-TZVPD basis, the OMol25 dataset).

Orbital gap in eV: 8.975
HOMO energy in eV: -9.869

Structure (ORCA input):
```
! wB97M-V def2-TZVPD RIJCOSX def2/J DEFGRID3
* xyz 0 1
O -2.55902 3.98133 -1.72344
H -3.22858 3.35752 -2.00414
H -2.75157 4.14045 -0.79941
O 1.50136 -2.39966 1.44745
H 0.57870 -2.62679 1.33189
H 1.66941 -1.73240 0.78206
O 5.13014 2.72077 2.00191
H 4.29828 2.37665 2.32720
H 5.76085 2.51624 2.69229
O 2.77398 -2.70893 -2.72201
H 2.93315 -3.27281 -3.47895
H 1.83904 -2.80725 -2.54189
O -1.91414 1.52480 0.50305
H -2.85942 1.65648 0.42992
H -1.54878 2.40945 0.51446
O 3.35200 -1.09685 -0.24084
H 3.23529 -1.73246 -0.94696
H 4.10484 -1.42210 0.25281
O -4.89134 2.84330 2.71059
H -4.88384 2.13529 3.35471
H -4.56178 2.44042 1.90726
O 2.62086 1.60902 -0.44465
H 3.25559 0.89447 -0.39221
H 2.67238 1.90967 -1.35195
O 3.66871 -3.60463 3.04534
H 3.18956 -3.13976 2.35938
H 4.18474 -2.92561 3.47993
O 4.06998 1.27263 -3.16457
H 4.51917 1.18764 -4.00554
H 3.40187 1.94119 -3.31584
O -4.62564 1.86912 0.23466
H -4.74684 2.08549 -0.68985
H -5.51076 1.70773 0.56140
O 2.17847 2.91076 -3.84013
H 1.41567 3.21226 -3.34672
H 1.81451 2.35250 -4.52723
O -1.65556 1.01021 -3.31523
H -1.47537 0.09632 -3.53558
H -0.79107 1.40249 -3.19271
O 0.75796 3.51028 0.36306
H 0.35894 3.71081 -0.48358
H 1.62736 3.17436 0.14508
O 4.89537 -3.16354 -1.26357
H 4.47717 -3.97485 -0.97528
H 4.26594 -2.77088 -1.86845
O 3.23531 -5.02635 0.14837
H 2.33339 -4.73994 0.29244
H 3.64982 -4.95562 1.00826
O 0.15118 -3.05311 -2.54077
H -0.51139 -2.57131 -2.04569
H 0.26563 -3.87056 -2.05607
O 1.64056 0.53072 3.43973
H 0.96713 -0.00899 3.85378
H 1.62429 0.27014 2.51882
O 0.87902 0.05109 -2.96482
H 0.97269 -0.89898 -3.03425
H 1.71064 0.39845 -3.28730
O -2.67919 4.67466 1.08664
H -2.14304 5.35837 0.68500
H -2.61524 4.84099 2.02711
O -0.83768 -3.21131 4.70379
H -0.83248 -4.12645 4.98438
H -0.13629 -3.15528 4.05483
O -0.01829 -4.91754 -0.28279
H -0.95466 -4.75727 -0.16556
H 0.08376 -5.85861 -0.14066
O -1.68808 0.96478 3.25443
H -1.39459 0.07423 3.44685
H -1.69862 1.01271 2.29849
O -3.69365 -1.00215 -0.94780
H -4.55066 -1.03050 -0.52239
H -3.44577 -0.07785 -0.92681
O 0.21107 4.15904 -2.27507
H -0.72931 4.28387 -2.40283
H 0.59579 5.01245 -2.47488
O -2.12320 -4.93014 1.78597
H -2.03955 -4.91292 2.73936
H -1.69046 -4.12835 1.49257
O 1.07565 4.04597 3.05088
H 0.96045 3.95813 2.10471
H 0.64324 3.27490 3.41790
O 6.16319 -0.29589 -2.20533
H 5.85746 -1.11040 -2.60450
H 5.38915 0.26686 -2.18530
O -1.30464 -2.32118 0.73835
H -2.21568 -2.10930 0.94164
H -0.92854 -1.49551 0.43327
O 0.20764 -0.24507 0.04297
H 0.86622 0.28510 -0.40585
H -0.50948 0.36337 0.22125
O -2.39679 3.70238 4.14271
H -3.33168 3.81403 3.97025
H -2.19127 2.83337 3.79803
O -3.76226 -1.92790 2.52401
H -3.91460 -1.25988 3.19242
H -4.29980 -1.65165 1.78174
O -4.08631 2.01695 -2.58547
H -3.33853 1.64524 -3.05331
H -4.80527 1.98278 -3.21648
O -3.55685 -3.26980 -2.67539
H -3.50089 -2.53437 -2.06527
H -4.10604 -2.94748 -3.39005
*
```



[2]
# H6N2

2 unconnected molecules or ions with the total composition H6N2 in a non-equilibrium geometry (the ωB97M-V functional and the def2-TZVPD basis, the OMol25 dataset).

Orbital gap in eV: 10.366
HOMO energy in eV: -9.502
Structure (SMILES): N.N

Structure (ORCA input):
```
! wB97M-V def2-TZVPD RIJCOSX def2/J DEFGRID3
* xyz 0 1
N 0.00000 0.00000 0.00000
H 0.24046 0.88109 -0.46527
H 0.52012 -0.74177 -0.47946
H 0.37135 0.05565 0.95374
N 2.49097 0.96785 -0.05744
H 2.20171 0.24686 -0.72611
H 2.45651 1.86460 -0.55270
H 1.77227 1.00280 0.67254
*
```



[3]
# H6N2O

2 unconnected molecules or ions with the total composition H6N2O in a non-equilibrium geometry (the ωB97M-V functional and the def2-TZVPD basis, the OMol25 dataset).

Orbital gap in eV: 10.585
HOMO energy in eV: -9.584
Structure (SMILES): NO.N

Structure (ORCA input):
```
! wB97M-V def2-TZVPD RIJCOSX def2/J DEFGRID3
* xyz 0 1
H 0.97785 1.30035 0.31765
H 2.08743 -0.84407 0.70188
H 2.16816 -0.66012 -0.96787
H -2.47438 0.80307 0.25668
H -2.28314 -0.82799 0.56660
H -1.20853 0.01918 -0.46470
N 2.09800 -0.16627 -0.06170
N -2.20745 -0.10258 -0.20082
O 0.84206 0.47843 -0.14772
*
```



[4]
# H6N3PS

2 unconnected molecules or ions with the total composition H6N3PS in a non-equilibrium geometry (the ωB97M-V functional and the def2-TZVPD basis, the OMol25 dataset).

Orbital gap in eV: 8.273
HOMO energy in eV: -8.494

Structure (ORCA input):
```
! wB97M-V def2-TZVPD RIJCOSX def2/J DEFGRID3
* xyz 0 1
N -0.78732 1.65947 0.67941
N 1.20359 -0.02117 -1.19205
N -0.74166 -1.44138 -0.24753
P 0.49575 -0.46198 0.24373
S 1.85032 -1.12885 1.58006
H -1.49843 1.38424 1.28506
H -0.30100 2.15308 1.46436
H 0.43641 0.16224 -1.95915
H 1.84899 0.72975 -1.35948
H -1.35078 -1.08501 -1.02854
H -1.15587 -1.95038 0.53414
*
```



[5]
# H6NaO7S

A molecular structure, H6NaO7S in a non-equilibrium geometry (the ωB97M-V functional and the def2-TZVPD basis, the OMol25 dataset).

Orbital gap in eV: 4.300
HOMO energy in eV: -2.690

Structure (ORCA input):
```
! wB97M-V def2-TZVPD RIJCOSX def2/J DEFGRID3
* xyz -1 1
Na -0.30397 -0.66214 0.19785
S 1.27379 2.40742 -0.00168
O 1.32889 0.98648 0.23670
O 1.64660 2.59793 -1.40703
O -0.05254 2.89804 0.16281
O 2.23021 3.02559 0.88030
O -2.19509 -0.62583 2.00175
H -2.47030 0.24345 2.29302
H -2.71614 -1.23164 2.52876
O -1.87972 -2.10302 -1.79281
H -1.12186 -2.04329 -2.37447
H -2.61403 -1.79293 -2.32277
O 2.03836 -1.50834 -0.02050
H 1.99728 -0.56752 0.15095
H 2.83851 -1.62420 -0.53289
*
```



[6]
# H6NaO7S

A molecular structure, H6NaO7S in a non-equilibrium geometry (the ωB97M-V functional and the def2-TZVPD basis, the OMol25 dataset).

Orbital gap (spin up / spin down) in eV: 8.878 / 6.667
HOMO energy (spin up / spin down) in eV: -9.581 / -9.298
Expectation value of S²: 0.761

Structure (ORCA input):
```
! wB97M-V def2-TZVPD RIJCOSX def2/J DEFGRID3
* xyz 0 2
Na -0.48394 0.27470 0.74616
S 1.24570 -0.33406 -1.91389
O 2.57380 -0.71232 -2.43756
O 0.76494 0.68930 -2.77244
O 0.35269 -1.51640 -1.87707
O 1.35035 0.30132 -0.58131
O -1.15235 2.29922 -1.35135
H -0.48621 2.97695 -1.23661
H -0.84321 1.78237 -2.09535
O -1.56817 -2.00114 1.16256
H -1.14413 -2.82589 0.92549
H -2.33439 -2.26325 1.67290
O 0.62256 0.48216 2.86714
H 0.43500 1.16897 3.50695
H 0.66731 -0.32198 3.38442
*
```



[7]
# H6O2S

4 unconnected molecules or ions with the total composition H6O2S in a non-equilibrium geometry (the ωB97M-V functional and the def2-TZVPD basis, the OMol25 dataset).

Orbital gap in eV: 8.484
HOMO energy in eV: -10.354

Structure (ORCA input):
```
! wB97M-V def2-TZVPD RIJCOSX def2/J DEFGRID3
* xyz 0 1
S 0.41895 1.54313 0.32103
H -1.01274 0.09113 0.62776
H -0.12100 2.00707 1.47036
H 1.70892 -1.52703 0.42602
H 1.02029 -0.19598 0.85030
O 1.22949 -1.15418 1.21755
H -0.99004 -0.82118 -2.13965
H -0.76310 0.27206 -1.17736
O -1.49076 -0.21503 -1.59600
*
```



[8]
# H6O3

3 unconnected molecules or ions with the total composition H6O3 in a non-equilibrium geometry (the ωB97M-V functional and the def2-TZVPD basis, the OMol25 dataset).

Orbital gap in eV: 11.296
HOMO energy in eV: -10.935
Structure (SMILES): O.O.O

Structure (ORCA input):
```
! wB97M-V def2-TZVPD RIJCOSX def2/J DEFGRID3
* xyz 0 1
O 0.38527 -0.37153 -1.17146
H 0.62718 0.39594 -0.55551
H -0.57170 -0.27451 -1.06875
O 1.09835 2.00588 0.47495
H 0.59471 2.95021 0.61465
H 1.81633 2.04087 1.21082
O -1.49452 -2.16568 0.46939
H -1.83623 -2.46639 -0.35857
H -0.61939 -2.11480 0.38448
*
```



[9]
# H6O3

3 unconnected molecules or ions with the total composition H6O3 (the ωB97M-V functional and the def2-TZVPD basis, the OMol25 dataset).

Orbital gap in eV: 11.081
HOMO energy in eV: -10.613
Structure (SMILES): O.O.O

Structure (ORCA input):
```
! wB97M-V def2-TZVPD RIJCOSX def2/J DEFGRID3
* xyz 0 1
O -5.58121 -5.63597 -20.03264
H -5.49721 -4.69171 -20.19449
H -5.49860 -5.73385 -19.05976
O -5.88176 -5.63324 -17.25747
H -6.57466 -5.00172 -17.03612
H -5.56536 -5.96408 -16.40477
O -4.34067 -5.89778 -14.70234
H -4.09569 -6.19376 -13.81836
H -3.83384 -6.46518 -15.29811
*
```



[10]
# H6O3

3 unconnected molecules or ions with the total composition H6O3 in a non-equilibrium geometry (the ωB97M-V functional and the def2-TZVPD basis, the OMol25 dataset).

Orbital gap in eV: 11.266
HOMO energy in eV: -10.799
Structure (SMILES): O.O.O

Structure (ORCA input):
```
! wB97M-V def2-TZVPD RIJCOSX def2/J DEFGRID3
* xyz 0 1
O 23.90300 51.91900 27.49800
H 24.07800 52.66200 27.97700
H 24.04500 51.18100 28.15000
O 25.19300 51.09500 25.25200
H 25.57700 51.77800 24.67100
H 24.96600 51.47100 26.11700
O 25.28600 48.20900 24.56300
H 24.44800 48.42900 24.25800
H 25.60200 49.08500 24.63100
*
```



| no. | total energy (eV) |
| --- | --- |
| 1 | -70723.0520 |
| 2 | -3077.0085 |
| 3 | -5123.2103 |
| 4 | -24690.7657 |
| 5 | -29683.9446 |
| 6 | -29681.4813 |
| 7 | -15024.2960 |
| 8 | -6239.2400 |
| 9 | -6239.8997 |
| 10 | -6239.6553 |